No. 1
A gas-phase ion, C8H12NO3 (charge +1) in a non-equilibrium geometry. Source: the Open Molecules 2025 dataset; level of theory: wB97M-V/def2-TZVPD.

Geometry as XYZ:
```
24
Properties=species:S:1:pos:R:3:forces:R:3:nbo_charge:R:1
C -2.23715 0.25309 1.13681 2.5 0.1 -0.3 0.65
C -0.96446 0.19438 0.54979 -0.6 -0.3 -1.2 0.03
C -2.32702 0.72530 -1.09656 1.4 -1.6 0.4 0.83
C 2.68529 0.14042 0.76293 -0.7 -3.0 3.7 -0.43
C 2.41459 -1.33422 0.26873 1.3 -0.7 0.9 -0.42
C 1.35008 0.84738 0.75324 1.0 1.5 0.3 -0.23
C 0.88429 -1.45035 0.31185 0.4 1.3 -4.9 -0.23
C -2.79051 0.98423 -2.45590 0.8 1.2 0.6 -0.72
N 0.36382 -0.23941 0.98252 -2.7 -0.6 3.2 -0.38
O -2.71923 0.17680 2.20694 -0.6 -0.2 0.6 -0.54
O -3.05806 0.66562 -0.06877 -0.4 0.3 -0.2 -0.41
O -1.05192 0.39743 -0.90083 -1.6 0.6 1.7 -0.42
H 3.00913 -0.08436 1.85974 -0.6 1.0 -1.6 0.22
H 3.49911 0.62062 0.34677 1.4 1.1 -1.2 0.25
H 2.81143 -1.48417 -0.73958 -0.3 -0.1 0.2 0.24
H 2.97128 -2.16306 0.97560 -1.5 2.2 -1.7 0.24
H 1.25937 1.72580 1.46643 -0.1 -1.4 -0.6 0.26
H 1.11226 1.24665 -0.24185 0.1 -0.2 0.2 0.23
H 0.37047 -1.38310 -0.76952 1.5 -0.5 2.3 0.23
H 0.60407 -2.32839 0.75220 -1.3 -2.0 1.4 0.24
H -2.64792 0.04348 -3.00800 -0.7 0.3 0.0 0.29
H -1.88024 1.60196 -2.78768 -2.0 -0.1 -0.4 0.28
H -3.84597 1.43737 -2.33951 1.9 -0.6 -1.0 0.29
H 0.18729 -0.59346 2.03464 0.8 1.7 -2.4 0.48
```
Positions in Å, forces in eV/Å.

Molar mass ... 170.188 u
Kohn-Sham gap ... 9.14 eV
Net charge ... +1
ΔE to the lowest compared entry with this formula, charge and spin ... 173.7 kJ/mol

***

No. 2
A molecular structure, C8H12NO3PSn in a non-equilibrium geometry. Source: the Open Molecules 2025 dataset; level of theory: wB97M-V/def2-TZVPD.

Geometry as XYZ:
```
26
Properties=species:S:1:pos:R:3:forces:R:3:nbo_charge:R:1
C 2.49365 -1.33803 0.56269 0.3 -0.6 1.1 -0.62
C 1.62389 -0.61129 1.74385 0.9 -1.4 -1.5 -0.69
P 0.19298 0.45253 1.10631 -1.0 -0.3 2.4 0.80
C 0.77382 2.05093 0.28530 0.5 0.3 -0.8 -0.81
C 1.51015 1.84701 -1.14836 1.4 1.1 1.8 -0.79
C -0.99403 -0.51326 0.00219 -1.1 0.7 -1.8 -0.62
C -2.42161 -0.47784 0.18501 0.2 0.5 0.2 0.26
N -3.24566 0.23892 1.16236 0.7 -1.8 -2.5 -0.78
C -3.07452 -1.45848 -0.90260 -3.3 -1.2 1.2 0.70
O -4.24517 -1.90733 -0.84256 6.0 2.3 -0.9 -0.39
O -2.04862 -1.72185 -1.86527 0.0 -0.1 2.0 -0.50
C -0.76648 -1.51903 -1.22305 2.0 -1.9 -0.6 0.71
O 0.25688 -2.11531 -1.62251 -4.3 3.3 1.5 -0.45
H 2.50463 -0.71712 -0.39690 0.1 -1.1 1.3 0.17
H 2.07325 -2.40605 0.40054 0.6 2.0 -0.1 0.25
H 3.57290 -1.50684 0.94835 -1.7 0.5 -0.8 0.26
H 1.14034 -1.48350 2.33654 0.6 1.9 -0.7 0.29
H 2.32035 0.01054 2.40756 -1.4 -0.7 -0.8 0.28
H -0.08923 2.83086 0.20325 1.1 -1.2 0.4 0.26
H 1.55090 2.55941 0.98296 -1.4 -0.8 -1.1 0.36
H 1.13544 2.71512 -1.85048 1.8 -0.6 0.5 0.20
H 1.24813 0.77919 -1.53403 1.6 0.7 0.2 0.20
H 2.65062 1.92103 -0.95364 -1.8 -0.3 -1.0 0.40
H -4.11084 -0.32352 1.32746 0.7 0.4 -0.3 0.43
H -3.58143 1.14604 0.78423 0.6 -0.5 0.6 0.42
Sn -0.47032 1.54787 -2.09918 -3.1 -0.9 -0.5 1.65
```
Positions in Å, forces in eV/Å.

Molar mass ... 319.873 u
Kohn-Sham gap ... 4.89 eV
Net charge ... +2
ΔE to the lowest compared entry with this formula, charge and spin ... 0.0 kJ/mol

***

No. 3
A single C8H12O molecule in a non-equilibrium geometry. Source: the Open Molecules 2025 dataset; level of theory: wB97M-V/def2-TZVPD.

Geometry as XYZ:
```
21
Properties=species:S:1:pos:R:3:forces:R:3:nbo_charge:R:1
C -1.13573 0.18799 -0.31431 -0.4 0.0 0.0 0.25
C 0.35899 0.63939 -0.36332 0.4 0.3 -0.3 -0.46
C -1.99639 1.38387 0.11996 -0.1 0.1 -0.3 -0.62
C -1.49867 -1.02013 0.54779 0.1 -0.2 0.2 -0.63
C 1.50435 -0.20173 0.17480 -0.2 -0.4 0.9 -0.09
C 1.52423 -0.79959 1.37692 0.1 0.1 -0.1 -0.34
O -1.55365 -0.13371 -1.65380 0.3 -0.2 -0.1 -0.73
C 2.72512 -0.22609 -0.57488 0.0 0.1 -0.2 -0.04
C 3.77138 -0.19472 -1.16129 0.1 0.0 -0.1 -0.21
H -1.05770 -0.92230 -1.93543 -0.3 0.4 0.1 0.46
H 0.45964 1.61847 0.12561 -0.1 -0.2 0.0 0.23
H 0.58462 0.84191 -1.42242 -0.2 0.0 0.3 0.24
H -0.90519 -1.89949 0.27667 0.1 0.1 0.2 0.21
H -1.76971 1.68188 1.14980 0.0 -0.1 -0.2 0.21
H -1.82633 2.24634 -0.53499 0.1 -0.2 0.1 0.22
H -3.06487 1.15066 0.05374 0.2 -0.1 0.0 0.22
H -1.38909 -0.81582 1.61601 0.1 -0.1 -0.1 0.21
H -2.54460 -1.30808 0.38070 0.2 0.4 -0.1 0.23
H 2.40417 -1.33495 1.72590 -0.1 0.1 -0.2 0.21
H 0.69745 -0.75068 2.07230 -0.1 0.0 -0.2 0.20
H 4.71204 -0.14323 -1.65977 -0.1 -0.1 0.0 0.24
```
Positions in Å, forces in eV/Å.

Molar mass ... 124.183 u
Kohn-Sham gap ... 9.85 eV
SMILES string ... C#CC(=C)CC(C)(C)O
ΔE to the lowest compared entry with this formula, charge and spin ... 242.2 kJ/mol

***

No. 4
2 unconnected molecules or ions with the total composition C8H12O in a non-equilibrium geometry. Source: the Open Molecules 2025 dataset; level of theory: wB97M-V/def2-TZVPD.

Geometry as XYZ:
```
21
Properties=species:S:1:pos:R:3:forces:R:3:nbo_charge:R:1
C -1.10231 -0.60616 -1.26585 -1.0 0.4 0.8 0.05
C -2.13606 0.04406 -0.82472 -2.5 2.3 0.8 -0.46
C 0.02950 -1.04783 -1.50925 4.8 -0.6 0.0 -0.31
C -2.88407 -0.26416 0.53578 0.2 -1.6 -1.6 0.58
C -4.12780 0.57156 0.75824 2.5 0.9 0.8 -0.71
C 2.67167 0.21043 -1.13808 -1.1 -2.0 -1.5 -0.67
C 1.67963 -1.00283 0.95011 0.9 0.2 -1.0 -0.69
C 1.56441 -0.02959 -0.17593 -3.3 -0.1 -2.0 0.04
O -2.57496 -1.20741 1.25015 0.0 1.3 -0.7 -0.56
H -2.44153 0.96062 -1.48121 0.2 -1.7 1.5 0.22
H 0.47419 -1.79670 -2.20582 -0.6 0.7 0.9 0.23
H -3.71896 1.51076 1.16478 -0.2 0.0 0.1 0.23
H -4.45800 0.86645 -0.19545 -1.2 0.1 -1.1 0.23
H -4.80556 0.18740 1.48653 -0.6 -0.5 0.1 0.24
H 2.42623 0.74492 -2.06444 -0.3 0.0 0.5 0.23
H 3.47169 0.66921 -0.68572 1.9 1.5 1.3 0.22
H 3.09614 -0.76544 -1.46096 -0.3 0.4 0.2 0.21
H 1.00158 -0.66401 1.70220 -0.3 -0.3 0.8 0.23
H 1.35259 -1.93996 0.50592 0.3 -0.4 0.7 0.25
H 2.72459 -1.04589 1.31470 -0.5 -0.2 0.0 0.21
H 0.83757 0.78472 0.06313 1.0 -0.4 -0.6 0.21
```
Positions in Å, forces in eV/Å.

Molar mass ... 124.183 u
Kohn-Sham gap (alpha / beta) ... 8.02 / 8.02 eV
ΔE to the lowest compared entry with this formula, charge and spin ... 454.9 kJ/mol